Record 1
A molecular structure, C13H26CuN6O6, computed with ωB97M-V with the def2-TZVPD basis set.

```
52
Properties=species:S:1:pos:R:3:forces:R:3
O 3.647 0.698 -1.474 2.8 2.6 0.9
H 4.361 0.886 -2.118 -1.3 0.1 0.4
Cu 0.498 -0.004 -0.548 0.3 -1.0 2.4
N 1.021 1.581 0.459 2.2 1.2 1.8
N 1.508 -0.815 0.911 1.9 1.0 2.9
N -1.050 0.617 -1.518 -2.2 -0.8 -1.2
N -0.327 -1.691 -1.056 -2.8 -1.0 -1.2
O 0.594 2.744 0.156 -0.1 -1.6 -0.3
O -1.302 1.924 -1.662 0.4 -0.1 0.4
O -0.218 -2.850 -0.378 1.4 0.9 0.8
O 1.439 -2.045 1.354 -0.8 0.0 -1.6
C 2.307 0.014 1.622 -1.6 -1.6 -2.4
C 2.105 1.378 1.268 -1.8 0.9 -2.3
C -1.740 -0.274 -2.210 0.9 2.7 0.8
C -1.404 -1.616 -1.847 2.4 -0.7 2.3
C 3.017 2.518 1.577 -0.2 0.6 0.4
H 3.835 2.591 0.830 -0.5 -0.3 0.2
H 3.476 2.430 2.581 -0.3 0.1 -0.5
H 2.402 3.434 1.510 0.5 -0.3 0.2
C 3.270 -0.476 2.637 0.1 0.2 0.4
H 4.030 -1.131 2.201 -0.3 0.0 -0.1
H 2.770 -1.016 3.444 -0.1 -0.1 -0.2
H 3.789 0.374 3.085 -0.1 -0.1 -0.1
C -2.854 0.093 -3.123 0.0 0.1 -0.3
C -2.326 -2.757 -2.040 -0.5 -0.5 -0.3
H -2.615 1.044 -3.614 -0.2 -0.2 0.1
H -3.766 0.228 -2.523 0.1 0.0 -0.3
H -3.016 -0.686 -3.883 0.0 0.3 0.3
H -2.004 -3.651 -1.496 0.1 0.3 -0.2
H -2.433 -2.997 -3.106 0.1 0.0 0.2
H -3.336 -2.499 -1.693 0.2 0.1 0.0
H -0.603 2.344 -1.043 -0.4 0.0 -0.5
H 0.491 -2.591 0.462 -0.2 -0.3 -0.6
C 2.993 -1.418 -1.756 -1.2 -2.9 0.3
H 3.801 -1.042 -1.190 0.6 -0.5 -0.1
H 2.585 -0.942 -2.632 0.3 -0.3 0.0
H 2.460 -2.273 -1.323 -0.1 0.2 -0.4
O 1.336 1.050 -1.950 0.1 0.5 -2.4
H 2.663 0.905 -1.676 0.2 0.6 -0.9
H 1.271 0.858 -2.914 -0.1 0.1 1.2
C -3.770 -0.202 0.602 0.2 -0.1 -0.2
C -2.815 0.247 1.622 0.9 0.5 1.1
N -1.505 0.239 1.569 0.3 -0.3 -0.3
C -1.038 0.736 2.771 0.5 0.0 -0.1
C -2.098 1.064 3.556 0.3 0.3 0.9
N -3.219 0.753 2.822 0.7 -0.1 -0.2
H -3.533 -1.220 0.317 -0.1 -0.2 -0.1
H -4.769 -0.158 1.009 -0.4 -0.1 0.0
H -3.704 0.443 -0.266 -0.1 0.1 -0.3
H 0.051 0.821 3.000 -1.3 -0.1 -0.3
H -2.114 1.490 4.569 -0.2 -0.3 -0.7
H -4.160 0.850 3.102 -0.8 0.1 0.3
```
Positions in Å, forces in eV/Å.

The expectation value of S² is 0.81. The multiplicity is 2. The highest occupied orbital energy (alpha / beta) comes out at -0.25225 / -0.27717 Ha. Its total energy is -2931.00177 hartree.


Record 2
A molecular structure, C13H26N3O3SeTi, computed with ωB97M-V with the def2-TZVPD basis set.

```
47
Properties=species:S:1:pos:R:3:forces:R:3
Ti 0.244 -0.274 -0.157 0.0 0.0 0.0
C -2.979 -0.104 0.804 0.0 0.0 0.0
O -1.615 0.028 1.227 0.1 0.1 0.1
C -1.405 1.169 2.066 -0.1 0.0 0.0
C -0.917 2.316 1.213 -0.1 -0.2 0.0
O 0.230 1.841 0.487 0.1 0.1 0.0
C 1.487 2.433 0.852 0.0 0.0 0.0
C 2.524 1.840 -0.059 0.0 -0.1 0.0
O 2.393 0.411 0.008 0.2 0.2 0.3
C 3.609 -0.249 -0.378 0.0 0.0 0.0
H -3.622 -0.207 1.678 0.0 0.0 0.0
H -3.045 -0.997 0.191 0.0 0.0 0.0
H -3.290 0.760 0.213 0.0 0.0 0.0
H -0.656 0.888 2.809 0.1 0.0 0.0
H -2.325 1.430 2.592 0.0 0.0 0.0
H -0.669 3.189 1.817 0.1 0.0 0.0
H -1.665 2.599 0.472 0.0 0.0 0.0
H 1.716 2.208 1.897 -0.1 -0.1 0.0
H 1.435 3.516 0.727 0.0 0.0 -0.1
H 3.516 2.141 0.283 0.0 0.0 0.0
H 2.393 2.170 -1.093 0.0 0.0 0.0
H 3.884 0.038 -1.392 0.0 0.0 0.0
H 3.428 -1.318 -0.359 0.0 0.0 0.0
H 4.398 0.016 0.327 0.0 0.0 0.0
Se -1.395 -0.560 -2.263 -0.4 0.1 -0.1
C 0.367 -0.903 -2.448 0.1 0.0 -0.1
N 1.506 -1.067 -2.266 0.1 0.0 0.0
C -0.750 -2.758 1.542 0.0 -0.1 0.0
C -0.560 -4.205 2.063 0.0 0.0 0.0
N 0.849 -4.579 2.007 0.0 0.0 0.0
C 1.635 -3.589 2.731 0.0 0.0 0.1
C 1.534 -2.204 2.043 0.0 0.0 -0.1
N 0.521 -2.252 0.956 0.1 0.0 0.0
C 0.967 -3.247 -0.065 0.0 0.0 0.0
C 1.274 -4.603 0.612 0.0 0.0 0.0
H -1.035 -2.083 2.348 0.0 0.0 0.0
H -1.516 -2.711 0.767 0.0 0.0 0.0
H -1.127 -4.914 1.460 0.0 0.0 0.0
H -0.910 -4.291 3.092 0.0 0.0 0.0
H 2.672 -3.923 2.773 0.0 0.0 0.0
H 1.263 -3.544 3.756 0.0 0.0 0.0
H 2.486 -1.908 1.601 0.0 0.0 0.0
H 1.240 -1.422 2.746 0.0 0.0 0.0
H 1.837 -2.851 -0.584 0.0 0.0 0.0
H 0.167 -3.329 -0.803 0.0 0.0 0.0
H 2.343 -4.818 0.582 0.0 0.0 0.0
H 0.760 -5.416 0.100 0.0 0.0 0.0
```
Positions in Å, forces in eV/Å.

The total charge is +1. The expectation value of S² is 2.00. The multiplicity is 3. The energy above the lowest of the compared OMol25 structures with the same formula, charge and spin comes out at 10.3 kcal per mole. The highest occupied orbital energy (alpha / beta) comes out at -0.37801 / -0.41382 Ha. Its total energy is -4151.60522 hartree.


Record 3
2 unconnected molecules or ions with the total composition C13H26O4P, computed with ωB97M-V with the def2-TZVPD basis set.

```
44
Properties=species:S:1:pos:R:3:forces:R:3
C 4.544 -2.114 -0.069 0.0 0.1 0.0
C 5.178 -0.868 0.557 0.2 -0.1 0.0
O 4.503 0.337 0.222 -0.3 0.0 0.0
C 4.620 0.714 -1.138 0.1 -0.1 -0.1
C 3.631 1.837 -1.400 0.0 0.0 0.1
C 2.167 1.352 -1.411 0.0 0.1 0.0
C 1.436 1.597 -0.073 0.0 -0.1 0.0
C 0.686 0.360 0.469 0.2 0.0 -0.1
P -0.924 0.112 -0.290 0.1 0.0 0.1
C -0.855 -1.005 -1.717 0.1 -0.2 0.0
C -2.285 -1.350 -2.087 0.0 0.4 0.4
O -3.171 -0.673 -1.625 0.0 -0.3 -0.4
H 4.696 -2.984 0.575 0.0 0.1 -0.1
H 3.466 -1.943 -0.185 0.1 -0.1 0.1
H 4.951 -2.349 -1.056 0.0 0.0 0.1
H 6.237 -0.786 0.266 -0.1 0.0 0.1
H 5.146 -0.928 1.649 -0.1 0.0 -0.2
H 4.401 -0.149 -1.785 0.0 0.1 0.0
H 5.646 1.036 -1.367 -0.1 0.0 0.1
H 3.891 2.346 -2.332 -0.1 -0.1 0.1
H 3.754 2.562 -0.588 0.0 0.1 -0.2
H 2.160 0.277 -1.638 0.0 0.1 0.0
H 1.627 1.842 -2.232 0.0 -0.1 0.2
H 0.734 2.434 -0.174 0.1 0.0 0.1
H 2.147 1.893 0.701 0.0 -0.1 -0.1
H 0.512 0.426 1.549 0.0 0.0 -0.1
H 1.258 -0.556 0.272 0.0 0.1 0.2
H -1.819 -0.430 0.626 0.0 0.0 0.1
H -1.461 1.334 -0.681 -0.1 0.0 0.0
H -0.340 -0.519 -2.555 0.0 -0.1 0.1
H -0.273 -1.896 -1.447 -0.1 0.1 -0.1
H -2.467 -2.221 -2.729 0.0 0.0 -0.1
O -3.003 0.842 2.719 0.2 0.0 0.0
C -4.109 0.488 2.411 -0.2 0.0 0.0
O -5.205 0.771 3.126 0.1 0.0 0.0
C -6.363 0.128 2.545 -0.1 0.0 -0.1
C -5.994 -0.117 1.080 0.1 0.1 0.2
C -4.486 -0.317 1.189 -0.2 0.1 -0.1
H -6.541 -0.799 3.092 0.0 0.0 0.0
H -7.212 0.791 2.683 0.0 0.0 0.0
H -6.533 -0.950 0.636 0.0 0.0 0.1
H -6.206 0.777 0.495 0.0 0.0 0.0
H -4.214 -1.357 1.382 0.0 0.0 -0.1
H -3.930 0.053 0.334 -0.1 -0.1 0.0
```
Positions in Å, forces in eV/Å.

The total charge is +1. The multiplicity is 1. The energy above the lowest of the compared OMol25 structures with the same formula, charge and spin comes out at 31.5 kcal per mole. The highest occupied orbital energy comes out at -0.45573 Ha. Its total energy is -1152.98126 hartree.


Record 4
A molecular structure, C13H26OOsP2, computed with ωB97M-V with the def2-TZVPD basis set.

```
43
Properties=species:S:1:pos:R:3:forces:R:3
Os 0.760 -0.302 -0.250 -5.8 2.3 1.2
H 2.360 -0.417 -1.039 2.2 0.6 -0.6
H 1.899 -1.108 -0.900 2.5 -2.5 -1.5
P 1.275 1.843 -0.779 1.4 3.5 -2.2
P -0.172 -2.272 -0.694 -0.7 -3.6 -1.5
C -0.075 -3.398 0.744 -0.1 0.2 0.5
H -0.695 -4.294 0.596 0.2 0.3 -0.2
H 0.972 -3.699 0.893 -0.3 0.1 0.0
H -0.444 -2.886 1.643 0.3 -0.3 -0.1
C -1.862 -2.381 -1.316 -0.4 0.5 0.2
H -1.895 -2.010 -2.351 -0.1 -0.2 0.3
H -2.262 -3.401 -1.230 0.3 0.2 -0.2
H -2.490 -1.735 -0.693 -0.1 -0.1 -0.3
C 0.807 -3.121 -1.964 -0.3 -0.2 -0.1
H 1.854 -3.167 -1.632 -0.3 -0.1 -0.2
H 0.413 -4.137 -2.143 0.3 0.4 0.0
H 0.731 -2.511 -2.880 0.1 -0.4 0.2
C -0.044 3.029 -1.181 -0.7 -0.1 0.5
H 0.313 4.073 -1.202 0.1 -0.5 -0.2
H -0.536 2.746 -2.127 0.2 0.2 0.4
H -0.784 2.969 -0.367 0.0 0.1 -0.5
C 2.258 2.636 0.549 0.0 -0.2 0.6
H 3.275 2.220 0.539 -0.3 0.1 0.0
H 2.320 3.732 0.455 -0.1 -0.4 -0.3
H 1.796 2.430 1.523 0.3 0.0 -0.1
C 2.378 1.976 -2.227 -0.1 0.2 0.0
H 1.849 1.524 -3.081 0.3 0.2 0.2
H 2.612 3.039 -2.452 -0.1 -0.7 0.2
H 3.294 1.404 -2.006 -0.2 0.3 -0.3
C 1.993 -0.718 1.170 4.0 -1.5 5.6
O 2.790 -1.029 1.956 -2.2 0.9 -2.8
H 0.510 -0.504 -1.894 -0.2 0.6 0.3
C -3.224 1.244 2.840 -1.2 -0.1 0.9
C -3.171 -0.028 2.308 -1.9 0.1 1.3
C -2.056 -0.482 1.587 1.0 -0.2 -0.5
C -1.005 0.346 1.196 0.3 0.4 0.7
C -1.074 1.615 1.771 1.0 0.0 -0.7
C -2.177 2.080 2.539 -0.6 0.4 0.6
H -4.060 1.562 3.524 1.0 -0.3 -1.0
H -3.991 -0.722 2.535 0.3 0.3 -0.2
H -1.994 -1.562 1.458 -0.1 0.1 -0.1
H -0.230 2.324 1.677 -0.6 -0.5 0.1
H -2.217 3.093 2.906 0.2 0.2 0.0
```
Positions in Å, forces in eV/Å.

The total charge is +2. The expectation value of S² is 6.03. The multiplicity is 5. The highest occupied orbital energy (alpha / beta) comes out at -0.42010 / -0.60509 Ha. Its total energy is -1358.69770 hartree.


Record 5
3 unconnected molecules or ions with the total composition C13H27B3F2INO15P2, computed with ωB97M-V with the def2-TZVPD basis set.

```
64
Properties=species:S:1:pos:R:3:forces:R:3
C -1.296 4.205 -0.130 0.1 0.7 -1.0
C -0.180 4.937 -0.929 -1.2 0.7 0.6
O 0.831 5.395 -0.037 0.8 -0.5 -0.4
C 0.369 4.111 -2.105 0.7 0.2 0.6
B 1.537 3.117 -1.720 -0.7 0.8 -0.9
O 2.714 3.548 -1.117 -0.5 -1.6 -0.1
B 3.525 2.532 -0.652 1.4 0.6 0.4
C 4.927 2.940 0.003 -0.7 0.8 0.0
C 4.735 3.179 1.510 0.5 -0.6 -0.9
O 5.137 2.407 2.304 -0.1 0.0 0.6
I 3.693 4.977 2.164 0.1 -0.2 -0.2
O 3.190 1.184 -0.677 -0.8 0.2 0.2
B 1.892 0.949 -1.068 0.0 0.2 -1.1
N 0.984 -0.084 -0.500 2.7 1.1 1.3
C 0.048 0.451 0.450 -1.3 -1.1 -1.1
O -1.095 0.164 0.397 0.0 0.4 0.6
F 0.532 1.285 1.369 0.4 0.0 -0.3
C 1.657 -1.256 -0.006 -1.8 -1.4 -0.3
O 1.181 -2.320 -0.216 0.4 0.1 0.1
F 2.767 -1.145 0.711 -0.1 1.0 -0.2
O 1.354 1.759 -2.048 0.0 0.3 1.5
H -2.245 4.478 -0.608 0.1 -0.5 0.1
H -1.180 3.116 -0.162 -0.1 0.2 0.3
H -1.355 4.610 0.885 0.2 -0.4 -0.1
H -0.654 5.841 -1.351 0.1 -0.3 -0.1
H 0.497 6.135 0.473 -0.2 0.0 0.0
H 0.788 4.828 -2.829 -0.2 -0.3 0.0
H -0.468 3.547 -2.530 0.2 0.2 -0.2
H 5.695 2.176 -0.146 -0.2 0.1 0.3
H 5.223 3.893 -0.456 0.0 -0.2 0.1
C -3.723 2.335 1.737 0.2 0.2 1.0
O -4.021 2.998 0.517 -0.3 2.0 -2.3
P -5.564 3.190 -0.103 -3.3 -6.3 2.7
O -6.385 2.866 1.114 0.6 0.8 -0.4
O -5.350 1.945 -1.126 -0.5 0.6 -0.6
C -5.267 0.618 -0.624 0.5 -0.2 0.2
O -6.772 3.821 -1.071 2.9 2.6 0.0
C -7.905 3.009 -1.330 -0.4 -0.6 -0.2
H -3.203 3.029 2.400 -0.1 0.0 0.0
H -4.589 1.936 2.256 -0.2 0.2 -0.2
H -3.043 1.513 1.502 0.0 0.1 -0.2
H -5.836 0.501 0.299 0.0 0.1 0.0
H -4.223 0.344 -0.461 0.0 0.0 0.1
H -5.683 -0.047 -1.380 0.0 0.1 -0.1
H -8.352 2.641 -0.407 0.2 0.0 0.1
H -7.644 2.173 -1.981 0.1 0.0 0.1
H -8.634 3.634 -1.844 0.2 0.2 0.0
C 2.943 -9.335 1.570 -0.4 -0.5 0.8
O 3.953 -8.347 1.443 2.5 1.8 0.4
P 3.650 -6.701 1.370 -6.6 0.1 -3.3
O 2.226 -6.670 1.852 1.0 -0.2 0.3
O 3.833 -6.697 -0.246 0.5 0.8 0.2
C 2.868 -7.329 -1.072 0.1 -0.5 -0.1
O 3.985 -5.068 1.443 2.9 -1.9 1.9
C 3.144 -4.185 0.710 -0.4 -0.2 -0.6
H 3.130 -9.919 2.471 0.0 0.0 0.0
H 1.932 -8.942 1.608 0.1 0.3 0.0
H 3.029 -10.000 0.707 0.2 0.2 0.0
H 1.878 -7.319 -0.614 0.1 0.0 0.1
H 3.173 -8.355 -1.286 -0.1 0.0 0.0
H 2.826 -6.780 -2.012 0.1 0.1 0.1
H 2.095 -4.337 0.951 0.1 -0.2 0.1
H 3.303 -4.301 -0.364 0.0 -0.1 0.1
H 3.421 -3.182 0.990 0.3 0.0 0.3
```
Positions in Å, forces in eV/Å.

As for the SMILES: C[C@@H](O)CB1OB(CC(=O)I)OB(N(C(=O)F)C(=O)F)O1.COP(=O)(OC)OC.COP(=O)(OC)OC. The multiplicity is 1. The highest occupied orbital energy comes out at -0.35641 Ha. Its total energy is -2949.84810 hartree.


Record 6
7 unconnected molecules or ions with the total composition C13H27Br12NO2, computed with ωB97M-V with the def2-TZVPD basis set.

```
55
Properties=species:S:1:pos:R:3:forces:R:3
Br 20.563 -23.098 2.009 0.3 -0.1 0.6
C 21.474 -23.106 3.789 -0.4 -1.1 -0.2
C 20.448 -23.213 4.905 0.5 1.8 0.9
Br 21.514 -22.934 6.635 -0.7 -0.6 -1.0
H 22.119 -22.227 3.796 -0.4 0.0 0.3
H 22.089 -24.006 3.786 0.0 0.1 -0.2
H 19.776 -24.065 5.001 0.8 -0.3 -0.2
H 19.814 -22.327 4.938 0.1 -0.1 -0.1
Br 17.314 -22.786 3.906 -0.9 0.6 -0.4
C 17.536 -21.018 3.066 -0.7 1.1 0.0
C 16.902 -19.852 3.903 2.0 -0.4 0.3
Br 17.306 -18.089 3.000 -0.5 -1.3 0.4
H 17.076 -20.878 2.088 0.0 -1.1 -0.1
H 18.618 -21.032 2.936 -0.2 0.8 0.2
H 17.465 -19.787 4.834 -0.2 0.2 0.1
H 15.846 -19.963 4.153 0.1 0.1 -0.6
Br 24.103 -24.908 10.877 0.1 1.0 -1.1
C 24.037 -23.502 9.410 -1.1 0.4 0.5
C 25.109 -23.717 8.419 1.6 -1.3 -0.6
Br 25.267 -22.465 6.877 -0.4 -0.4 0.9
H 24.063 -22.519 9.879 0.1 -0.3 0.2
H 23.073 -23.636 8.920 0.0 -0.1 0.3
H 24.983 -24.717 8.003 -0.1 0.2 -0.4
H 26.109 -23.738 8.853 -0.1 0.4 0.1
Br 24.773 -21.829 2.603 0.2 -0.7 -0.1
C 24.847 -23.791 2.617 -0.4 -0.6 0.4
C 26.216 -24.367 2.218 -1.0 1.8 0.3
Br 26.372 -26.112 3.063 0.3 0.4 -0.5
H 24.029 -24.203 2.027 0.1 0.3 -0.3
H 24.603 -24.049 3.647 0.3 0.1 0.0
H 26.903 -23.611 2.597 0.6 -0.8 0.3
H 26.325 -24.333 1.134 0.0 -0.8 0.1
Br 24.402 -18.679 6.624 -1.0 -0.6 0.2
C 22.538 -19.442 6.510 0.3 1.2 -0.8
C 21.576 -18.287 6.085 1.3 -1.5 0.2
Br 21.317 -16.995 7.542 -0.2 -0.6 -0.7
H 22.263 -20.014 7.396 0.2 0.6 0.2
H 22.579 -20.166 5.696 0.2 0.2 -0.1
H 20.702 -18.822 5.714 -0.7 0.6 0.6
H 22.009 -17.804 5.209 -0.1 0.3 0.4
Br 22.439 -27.179 7.104 -0.1 -0.2 -0.6
C 22.783 -28.230 5.477 1.2 2.0 -1.3
C 22.768 -27.372 4.116 -0.9 -1.3 1.1
Br 20.965 -26.994 3.538 -0.5 0.2 -0.1
H 22.151 -29.118 5.489 0.1 0.3 -0.2
H 23.849 -28.450 5.547 -0.2 -0.6 0.3
H 23.166 -28.004 3.323 0.2 0.0 0.2
H 23.262 -26.400 4.085 0.2 -0.4 0.7
C 22.430 -19.838 1.242 0.4 -0.4 -0.6
N 22.285 -18.863 2.381 -0.6 -2.6 -3.0
O 22.696 -19.207 3.429 1.7 -0.9 2.9
O 21.635 -17.917 2.168 -1.8 3.6 -0.5
H 21.970 -20.770 1.569 0.4 0.0 0.2
H 23.491 -19.948 1.019 -0.2 -0.2 0.3
H 21.930 -19.559 0.314 -0.1 0.7 0.5
```
Positions in Å, forces in eV/Å.

As for the SMILES: C[N+](=O)[O-].BrCCBr.BrCCBr.BrCCBr.BrCCBr.BrCCBr.BrCCBr. The multiplicity is 1. The energy above the lowest of the compared OMol25 structures with the same formula, charge and spin comes out at 14.2 kcal per mole. The highest occupied orbital energy comes out at -0.35488 Ha. Its total energy is -31604.79919 hartree.